# 1
DFT (ωB97M-V/def2-TZVPD) results for a 3-piece molecular cluster, CH10NO2 overall in a non-equilibrium geometry.

Cartesian coordinates (Å):
C (1.66770, 0.15192, 0.95831)
N (0.14314, -0.08711, 1.12125)
H (1.82051, 0.58280, -0.03271)
H (1.86868, 0.83917, 1.82156)
H (2.27920, -0.75011, 1.07121)
H (-0.26368, -1.01552, 1.17614)
H (-0.24441, 0.28271, 0.17978)
H (-0.12659, 0.64304, 1.80556)
H (-1.61429, 1.73515, -0.82704)
H (-0.37166, 1.68166, -1.69303)
O (-0.82401, 1.17510, -0.98410)
H (-1.34876, -2.39942, -1.10606)
H (-1.88054, -1.32361, -2.03918)
O (-1.10529, -1.51581, -1.45170)

Summary:
* net charge: +1
* HOMO level: -15.31 eV
* Kohn-Sham gap: 11.93 eV
* energy above the lowest of the compared OMol25 structures with the same formula, charge and spin: 23.47 kcal/mol

# 2
DFT (ωB97M-V/def2-TZVPD) results for C21H12Cl3MnNO as an isolated structure in a non-equilibrium geometry.

Cartesian coordinates (Å):
Mn (0.25990, -0.64543, 0.37444)
Cl (2.45037, -5.93939, -3.55616)
C (2.30666, -4.53722, -2.57667)
C (1.09663, -4.26890, -1.94597)
C (1.02176, -3.13502, -1.16571)
Cl (-0.46021, -2.66879, -0.36914)
C (2.09151, -2.25535, -0.95955)
O (1.92060, -1.20359, -0.19175)
C (3.29109, -2.55288, -1.63615)
Cl (4.62308, -1.47901, -1.47128)
C (3.39101, -3.68213, -2.43432)
H (0.24346, -4.92601, -2.06592)
H (4.32263, -3.89228, -2.94894)
C (0.24564, -0.62890, 4.66996)
C (-0.43738, 0.54244, 4.94787)
C (-0.88215, 1.35079, 3.91352)
C (-0.63160, 0.98655, 2.59432)
C (0.08475, -0.19733, 2.29710)
C (0.51255, -0.99411, 3.34790)
C (-1.08269, 1.73266, 1.42424)
C (-1.80009, 2.94316, 1.45517)
C (-2.17090, 3.54507, 0.28796)
C (-1.82159, 2.94963, -0.94314)
C (-2.15555, 3.51107, -2.19628)
C (-1.79636, 2.88382, -3.35781)
C (-1.08714, 1.67157, -3.31911)
C (-0.75090, 1.10957, -2.12141)
C (-1.10762, 1.72588, -0.91080)
N (-0.75711, 1.13186, 0.27383)
H (0.58664, -1.26445, 5.47864)
H (-0.62449, 0.83043, 5.97566)
H (-1.41691, 2.26510, 4.14041)
H (1.06206, -1.90591, 3.16329)
H (-2.05172, 3.39127, 2.40440)
H (-2.72509, 4.47761, 0.29373)
H (-2.69565, 4.44902, -2.21317)
H (-2.05542, 3.32038, -4.31428)
H (-0.80308, 1.18443, -4.24892)
H (-0.19668, 0.17441, -2.09593)

Summary:
* net charge: +1
* expectation value of S²: 6.215
* HOMO level (spin up / spin down): -11.24 / -11.34 eV
* Kohn-Sham gap (spin up / spin down): 6.13 / 6.96 eV
* 2S+1: 5
* energy above the lowest of the compared OMol25 structures with the same formula, charge and spin: 0.00 kcal/mol

# 3
DFT (ωB97M-V/def2-TZVPD) results for a 2-piece molecular cluster, C4H8FIO overall in a non-equilibrium geometry.

Cartesian coordinates (Å):
C (1.41706, 1.02740, 0.42807)
C (0.00327, -2.80711, -0.37915)
C (-0.19270, 1.11300, 0.54395)
C (-0.78503, 0.07994, -0.28779)
O (-0.75860, 2.38687, 0.20101)
F (-0.58884, 0.23173, -1.60461)
I (-2.89607, -0.38167, 0.21042)
H (1.78202, 1.21402, 1.42336)
H (1.62357, 0.01551, 0.17774)
H (1.87106, 1.61021, -0.37069)
H (-0.74088, -2.79548, -1.21871)
H (-0.35848, -2.77156, 0.56917)
H (0.94821, -2.31074, -0.47573)
H (-0.53477, 0.91841, 1.60526)
H (-0.78983, 2.46947, -0.82230)

Summary:
* HOMO level (spin up / spin down): -8.98 / -8.71 eV
* Kohn-Sham gap (spin up / spin down): 8.38 / 8.73 eV
* energy above the lowest of the compared OMol25 structures with the same formula, charge and spin: 95.04 kcal/mol

# 4
DFT (ωB97M-V/def2-TZVPD) results for H3NOS2 as an isolated structure in a non-equilibrium geometry.

Cartesian coordinates (Å):
N (0.87639, -0.13531, 0.53775)
O (-0.69800, 1.44940, -0.02119)
S (-2.11268, -0.93303, -0.32223)
S (-0.49733, 0.06667, -0.35835)
H (1.27605, -0.99492, 0.87478)
H (0.99112, 0.56798, 1.34925)
H (0.16445, -0.02079, -2.06001)

Summary:
* HOMO level: -9.61 eV
* Kohn-Sham gap: 8.76 eV
* energy above the lowest of the compared OMol25 structures with the same formula, charge and spin: 57.61 kcal/mol

# 5
DFT (ωB97M-V/def2-TZVPD) results for C21H35CsN5O2S2Si as an isolated structure in a non-equilibrium geometry.

Cartesian coordinates (Å):
Cs (-0.11165, -0.11687, -0.27204)
C (-3.91921, -2.10006, 5.43899)
C (-3.56336, -2.96121, 4.22488)
N (-3.60456, -2.22862, 2.97202)
C (-2.53812, -1.40278, 2.59566)
S (-2.96020, -0.16793, 1.48823)
N (-1.41048, -1.64826, 3.20800)
N (-0.23649, -1.22222, 2.73544)
C (0.71104, -1.05133, 3.59400)
C (0.48985, -1.14454, 5.08471)
C (2.04991, -0.75810, 3.09453)
C (3.12039, -0.49236, 3.96681)
C (4.38152, -0.25411, 3.45932)
C (4.57466, -0.27785, 2.08424)
C (3.46332, -0.53351, 1.29506)
N (2.25039, -0.76729, 1.76337)
H (-3.71377, -2.63433, 6.37037)
H (-4.97546, -1.82057, 5.42896)
H (-3.31931, -1.18900, 5.41912)
H (-4.24182, -3.81735, 4.15624)
H (-2.54776, -3.33469, 4.33205)
H (-4.48069, -1.77710, 2.76459)
H (-0.55092, -1.39878, 5.26699)
H (0.71498, -0.19160, 5.56925)
H (1.12765, -1.91497, 5.52791)
H (2.95663, -0.46814, 5.03459)
H (5.21242, -0.04785, 4.12306)
H (5.54626, -0.09947, 1.64525)
H (3.55693, -0.55620, 0.21234)
C (0.08600, 0.70991, -5.24696)
S (0.16090, -0.68862, -4.00361)
C (-1.59800, -1.10285, -4.25089)
O (0.20157, 0.07230, -2.72911)
H (-0.25198, 0.34777, -6.21941)
H (1.10852, 1.07969, -5.32096)
H (-0.56081, 1.50198, -4.86727)
H (-1.74905, -1.45594, -5.27057)
H (-2.16926, -0.19556, -4.05427)
H (-1.86881, -1.88094, -3.54126)
O (0.42652, -2.82466, -2.65166)
N (-0.33192, -3.89206, -2.93734)
C (-1.31135, -4.32573, -2.06153)
C (-2.09796, -5.39619, -2.35519)
C (-1.95662, -6.09532, -3.58394)
C (-0.98164, -5.60336, -4.48110)
C (-0.20362, -4.53035, -4.16170)
H (-1.37677, -3.76190, -1.14252)
H (-2.84062, -5.70737, -1.63105)
H (-2.57398, -6.94981, -3.82236)
H (-0.83375, -6.07162, -5.44773)
H (0.55126, -4.11050, -4.80953)
C (1.13112, 6.74824, 0.54663)
Si (1.41083, 5.78193, -1.07803)
C (2.83108, 6.79116, -1.93862)
C (-0.07609, 6.22326, -2.20006)
C (1.56886, 4.02758, -0.77173)
H (1.07899, 7.83306, 0.40487)
H (1.94074, 6.54003, 1.25362)
H (0.20008, 6.42009, 1.01567)
H (2.61274, 7.85948, -2.06657)
H (3.02809, 6.36954, -2.93022)
H (3.75883, 6.70346, -1.36351)
H (-0.14847, 7.29441, -2.41926)
H (-1.01083, 5.90810, -1.72933)
H (0.00071, 5.69217, -3.15459)
H (2.19149, 3.70703, 0.06697)
H (1.67102, 3.35864, -1.62983)

Summary:
* net charge: -2
* expectation value of S²: 0.764
* HOMO level (spin up / spin down): 0.40 / -0.31 eV
* Kohn-Sham gap (spin up / spin down): 3.52 / 4.21 eV
* 2S+1: 2
* energy above the lowest of the compared OMol25 structures with the same formula, charge and spin: 23.40 kcal/mol